(1)
This record from the Open Molecules 2025 dataset describes a molecular structure, C24H50F6N6NbO9S. The level of theory is ωB97M-V with the def2-TZVPD basis set.

Geometry as XYZ:
```
97
Properties=species:S:1:pos:R:3
C 0.686 -0.397 2.903
C 1.009 -0.389 1.396
Nb -0.674 -0.938 0.069
C -1.551 1.042 0.513
F -1.970 -1.349 -1.265
C -1.859 -1.876 1.660
C -3.238 -2.464 1.277
C -4.380 -1.530 1.715
S -5.757 -1.384 0.601
O -5.376 -1.677 -0.743
O -6.476 -0.185 0.902
O -6.700 -2.586 1.114
O 0.389 -0.002 -1.529
C -0.327 0.347 -2.522
N -1.002 0.914 -3.279
C 0.476 -2.966 -0.419
F -0.019 -3.583 -1.556
F 1.792 -2.642 -0.735
C 0.623 -4.094 0.597
F 1.067 -3.634 1.775
F -0.558 -4.699 0.813
F 1.477 -5.059 0.212
H -0.227 0.157 3.123
H 1.493 0.085 3.466
H 0.580 -1.413 3.290
H 1.252 0.647 1.128
H 1.902 -0.992 1.205
H -1.905 1.438 -0.448
H -2.380 1.050 1.224
H -0.751 1.690 0.871
H -1.284 -2.635 2.197
H -2.026 -1.077 2.387
H -3.361 -3.402 1.831
H -3.334 -2.719 0.222
H -4.824 -1.898 2.642
H -4.054 -0.511 1.920
H -6.153 -3.308 1.448
C -0.976 4.250 1.008
O -0.174 3.655 1.700
N -0.693 5.382 0.331
C -1.675 6.051 -0.491
C 0.653 5.922 0.430
H -2.013 3.902 0.869
H -1.346 6.097 -1.531
H -1.852 7.070 -0.138
H -2.613 5.500 -0.451
H 1.389 5.197 0.081
H 0.895 6.163 1.465
H 0.718 6.822 -0.178
C -2.570 -0.673 5.453
O -2.567 -0.074 4.398
N -2.692 -0.077 6.657
C -2.683 -0.823 7.894
C -2.830 1.370 6.689
H -2.462 -1.770 5.515
H -3.617 -0.681 8.444
H -1.854 -0.511 8.533
H -2.569 -1.883 7.674
H -3.717 1.682 6.137
H -1.966 1.847 6.226
H -2.914 1.693 7.725
C -1.050 -7.686 -3.212
O -1.193 -8.893 -3.310
N -0.619 -6.893 -4.209
C -0.464 -5.458 -4.051
C -0.302 -7.507 -5.484
H -1.263 -7.135 -2.282
H -1.102 -4.925 -4.758
H 0.572 -5.163 -4.221
H -0.742 -5.165 -3.043
H -1.176 -8.013 -5.897
H 0.487 -8.251 -5.368
H 0.028 -6.734 -6.173
C 2.160 4.157 -4.520
O 2.754 5.223 -4.525
N 2.763 2.955 -4.490
C 2.009 1.711 -4.500
C 4.212 2.920 -4.454
H 1.061 4.087 -4.541
H 2.219 1.129 -3.601
H 2.278 1.117 -5.377
H 0.943 1.916 -4.527
H 4.590 3.440 -3.573
H 4.633 3.413 -5.332
H 4.537 1.881 -4.431
C 5.480 4.044 0.073
O 4.359 4.293 0.462
N 5.826 2.945 -0.631
C 7.183 2.717 -1.072
C 4.802 1.965 -0.961
H 6.337 4.716 0.263
H 7.235 2.652 -2.161
H 7.580 1.790 -0.652
H 7.814 3.542 -0.745
H 4.009 2.424 -1.549
H 4.349 1.551 -0.060
H 5.261 1.162 -1.534
```

The charge is -1. The HOMO-LUMO gap comes out at 7.7 eV.

(2)
This record from the Open Molecules 2025 dataset describes a molecular structure, C6H15ClI2OPRuS. The level of theory is ωB97M-V with the def2-TZVPD basis set.

Geometry as XYZ:
```
28
Properties=species:S:1:pos:R:3
I 0.303 2.587 0.979
I -0.568 -0.978 3.227
Ru 0.241 -0.181 -1.068
P 2.097 -0.370 -1.881
C 3.666 0.011 -1.113
C 1.953 -2.135 -2.384
H 0.548 0.660 -3.327
H 2.256 0.773 -4.065
H 1.676 1.849 -2.664
C 1.629 0.871 -3.163
H 0.860 -2.240 -2.608
H 2.623 -2.382 -3.226
H 4.525 -0.105 -1.816
H 3.815 -0.636 -0.231
H 2.151 -2.717 -1.473
H 3.625 1.031 -0.707
C 1.397 0.077 0.431
O 2.296 0.352 1.206
Cl -1.373 -0.765 -2.856
C -3.743 -0.065 2.387
S -2.645 1.212 1.389
C -1.665 1.624 2.937
H -3.918 -0.889 1.567
H -4.752 0.434 2.692
H -3.125 -0.572 3.198
H -2.294 1.945 3.809
H -1.153 0.572 3.355
H -1.008 2.509 2.870
```

The charge is +3. Its energy relative to the best compared isomer or geometry (same formula, charge and spin) is 586.9 kJ/mol. The HOMO-LUMO gap (alpha / beta) comes out at 6.9 / 4.8 eV. The multiplicity is 5. As for the expectation value of S²: 6.4249.

(3)
This record from the Open Molecules 2025 dataset describes a molecular structure, C16H17BrN3O2Pd. The level of theory is ωB97M-V with the def2-TZVPD basis set.

Geometry as XYZ:
```
40
Properties=species:S:1:pos:R:3
Pd 0.399 -2.565 -0.099
O 2.361 -3.576 -0.094
C 3.183 -2.427 0.034
C 4.172 -2.484 0.996
C 4.970 -1.371 1.209
C 4.769 -0.221 0.458
C 3.768 -0.186 -0.498
C 2.949 -1.286 -0.730
C 1.867 -1.200 -1.812
O 1.072 -2.346 -1.893
N 1.014 -0.024 -1.588
N -0.059 -0.414 -0.812
C -1.150 0.231 -0.846
C -2.367 -0.292 -0.225
Br -2.465 -2.201 -0.159
C -3.437 0.423 0.122
C -3.496 1.890 0.127
C -2.405 2.679 0.494
C -2.500 4.061 0.467
C -3.685 4.669 0.078
C -4.784 3.891 -0.267
C -4.695 2.511 -0.232
H 2.227 -3.703 -1.053
H 4.312 -3.399 1.556
H 5.751 -1.406 1.956
H 5.390 0.649 0.620
H 3.599 0.716 -1.073
H 2.364 -1.073 -2.780
H 0.701 0.386 -2.462
H -1.248 1.157 -1.412
H -4.344 -0.102 0.400
H -1.493 2.211 0.845
H -1.653 4.665 0.765
H -3.759 5.748 0.060
H -5.713 4.363 -0.557
H -5.553 1.906 -0.494
N 0.010 -2.913 1.953
H 0.469 -2.214 2.529
H 0.424 -3.812 2.189
H -0.967 -2.941 2.228
```

The charge is +1. Its energy relative to the best compared isomer or geometry (same formula, charge and spin) is 69.0 kJ/mol. The HOMO-LUMO gap comes out at 7.2 eV.

DFT total energy, respectively: -81758.1821; -59903.7166; -98947.5583 eV.